(1)
{"formula": "C38H85NO20P4S", "method": "wB97M-V/def2-TZVPD", "max_force_ev_per_a": 8.759, "molar_mass_g_mol": 1032.048, "e_tot_ha": -4821.8892, "symbols": ["C", "C", "O", "C", "C", "O", "C", "C", "C", "C", "C", "C", "C", "C", "O", "C", "C", "O", "O", "S", "O", "O", "O", "C", "C", "N", "P", "C", "C", "C", "C", "H", "H", "H", "H", "H", "H", "H", "H", "H", "H", "H", "H", "H", "H", "H", "H", "H", "H", "H", "H", "H", "H", "H", "H", "H", "H", "H", "H", "H", "H", "H", "H", "H", "H", "H", "H", "H", "H", "H", "H", "O", "P", "O", "C", "C", "O", "C", "C", "O", "C", "C", "H", "H", "H", "H", "H", "H", "H", "H", "H", "H", "H", "H", "H", "H", "H", "O", "P", "O", "C", "C", "O", "C", "C", "O", "C", "C", "H", "H", "H", "H", "H", "H", "H", "H", "H", "H", "H", "H", "H", "H", "H", "O", "P", "O", "C", "C", "O", "C", "C", "O", "C", "C", "H", "H", "H", "H", "H", "H", "H", "H", "H", "H", "H", "H", "H", "H", "H"], "coordinates": [[5.460, -5.264, 0.896], [6.028, -6.330, -0.086], [5.907, -5.804, -1.415], [5.242, -6.692, -2.314], [4.485, -5.825, -3.380], [3.063, -5.969, -3.268], [2.459, -4.968, -4.122], [1.626, -3.901, -3.374], [0.810, -3.243, -4.567], [-0.360, -4.145, -5.082], [-1.767, -3.453, -5.109], [-2.745, -3.989, -3.994], [-3.759, -2.898, -3.492], [-3.937, -3.031, -1.936], [-5.024, -3.950, -1.732], [-5.162, -4.368, -0.441], [-4.075, -4.213, 0.636], [-6.174, -4.922, -0.152], [0.612, -4.382, -2.446], [0.001, -3.119, -1.619], [-0.929, -2.283, -2.320], [-0.462, -3.497, -0.328], [1.361, -2.227, -1.689], [2.399, -2.877, -2.466], [3.348, -3.492, -1.325], [2.878, -3.032, 0.025], [3.180, -1.472, -3.441], [2.607, 0.189, -2.853], [2.834, 0.509, -1.329], [5.034, -1.607, -3.530], [5.828, -0.738, -2.478], [5.744, -4.269, 0.509], [4.354, -5.326, 0.897], [5.847, -5.398, 1.921], [7.112, -6.480, 0.099], [5.486, -7.281, 0.073], [4.528, -7.377, -1.821], [6.025, -7.236, -2.889], [4.793, -6.135, -4.402], [4.818, -4.777, -3.233], [1.855, -5.540, -4.853], [3.227, -4.429, -4.716], [0.501, -2.208, -4.319], [1.544, -3.124, -5.391], [-0.116, -4.398, -6.137], [-0.464, -5.110, -4.553], [-1.661, -2.355, -5.089], [-2.242, -3.756, -6.068], [-2.110, -4.409, -3.193], [-3.357, -4.834, -4.377], [-3.330, -1.918, -3.773], [-4.742, -2.988, -3.998], [-4.167, -2.002, -1.579], [-2.968, -3.379, -1.552], [-4.302, -4.751, 1.564], [-3.145, -4.672, 0.227], [-3.839, -3.141, 0.771], [3.329, -4.597, -1.294], [4.402, -3.180, -1.417], [3.720, -2.841, 0.570], [2.493, -3.861, 0.480], [1.550, 0.382, -3.117], [3.189, 0.934, -3.440], [3.320, 1.491, -1.157], [1.824, 0.617, -0.876], [3.322, -0.298, -0.757], [5.411, -2.645, -3.435], [5.372, -1.257, -4.527], [6.847, -1.154, -2.340], [5.342, -0.757, -1.488], [5.916, 0.306, -2.823], [-1.810, 2.978, -1.499], [-2.170, 4.096, -0.550], [-0.665, 4.767, -0.392], [-0.158, 5.551, -1.467], [-0.875, 6.884, -1.578], [-2.157, 3.134, 0.794], [-2.382, 1.728, 0.734], [-1.062, 0.987, 0.783], [-2.791, 5.330, 0.396], [-3.301, 5.178, 1.726], [-2.190, 5.314, 2.745], [-0.230, 4.990, -2.405], [0.901, 5.721, -1.264], [-1.922, 6.743, -1.861], [-0.400, 7.514, -2.334], [-0.868, 7.407, -0.621], [-2.966, 1.450, -0.144], [-2.980, 1.459, 1.609], [-0.390, 1.311, -0.013], [-1.215, -0.090, 0.694], [-0.550, 1.191, 1.726], [-3.861, 4.252, 1.842], [-4.017, 5.989, 1.880], [-1.396, 4.586, 2.586], [-2.583, 5.182, 3.755], [-1.728, 6.300, 2.672], [5.832, 2.061, 0.812], [5.522, 3.186, 1.770], [7.042, 3.803, 1.962], [7.597, 4.576, 0.901], [6.928, 5.933, 0.783], [5.487, 2.216, 3.109], [5.221, 0.819, 3.032], [6.518, 0.038, 3.096], [4.897, 4.436, 2.683], [4.333, 4.303, 3.990], [5.406, 4.415, 5.053], [7.525, 4.022, -0.041], [8.656, 4.708, 1.126], [5.882, 5.828, 0.478], [7.438, 6.550, 0.041], [6.933, 6.450, 1.743], [4.643, 0.568, 2.142], [4.601, 0.560, 3.895], [7.211, 0.350, 2.313], [6.335, -1.034, 2.994], [7.019, 0.218, 4.049], [3.746, 3.392, 4.086], [3.632, 5.132, 4.114], [6.188, 3.668, 4.927], [4.971, 4.298, 6.047], [5.895, 5.390, 4.994], [-6.174, 1.712, 3.596], [-7.522, 1.373, 3.015], [-7.806, 2.717, 2.103], [-7.059, 2.883, 0.902], [-7.502, 1.907, -0.173], [-8.409, 1.763, 4.350], [-7.842, 1.798, 5.656], [-7.524, 3.228, 6.046], [-8.844, 0.608, 2.353], [-10.048, 0.286, 3.055], [-11.024, 1.443, 3.008], [-5.989, 2.776, 1.110], [-7.230, 3.905, 0.558], [-7.268, 0.877, 0.114], [-6.997, 2.120, -1.118], [-8.580, 1.962, -0.323], [-6.966, 1.155, 5.733], [-8.591, 1.395, 6.344], [-6.864, 3.702, 5.319], [-7.049, 3.269, 7.028], [-8.439, 3.822, 6.076], [-9.846, -0.047, 4.072], [-10.493, -0.567, 2.537], [-10.601, 2.353, 3.429], [-11.934, 1.196, 3.558], [-11.289, 1.672, 1.974]]}

***

(2)
{"formula": "C5H7NO", "method": "wB97M-V/def2-TZVPD", "max_force_ev_per_a": 0.635, "relative_energy_kcal_mol": 133.6, "molar_mass_g_mol": 97.117, "e_tot_ha": -324.5116, "symbols": ["C", "N", "C", "C", "C", "C", "O", "H", "H", "H", "H", "H", "H", "H"], "coordinates": [[1.426, -0.091, 1.094], [0.566, -0.257, -1.311], [-1.154, -0.051, -0.047], [0.466, 0.246, 0.000], [-0.802, -0.240, -1.531], [-0.727, 1.243, 0.135], [-1.924, -0.891, 0.702], [-1.962, -1.739, 0.234], [1.251, 0.055, -1.986], [-1.234, 0.306, -2.371], [-0.946, 1.938, 0.937], [2.445, 0.197, 0.817], [1.430, -1.162, 1.321], [1.166, 0.447, 2.006]]}

***

(3)
{"formula": "C12H17N", "method": "wB97M-V/def2-TZVPD", "max_force_ev_per_a": 5.791, "relative_energy_kcal_mol": 62.7, "spin_multiplicity": 2, "s2": 0.764, "molar_mass_g_mol": 175.275, "e_tot_ha": -522.0725, "total_charge": -1, "symbols": ["C", "C", "C", "C", "C", "C", "C", "C", "C", "C", "N", "H", "H", "H", "H", "H", "H", "H", "H", "H", "H", "H", "C", "C", "H", "H", "H", "H", "H", "H"], "coordinates": [[-0.276, -1.218, -0.111], [-0.919, -1.514, 1.161], [0.912, -0.294, 0.190], [2.093, -0.517, -0.383], [0.943, 0.627, 1.251], [2.284, 1.063, 1.207], [0.158, 1.080, 2.269], [2.918, 1.759, 2.277], [0.797, 1.761, 3.321], [2.126, 2.076, 3.295], [2.991, 0.412, 0.160], [0.152, -2.013, -0.676], [-1.133, -0.877, -0.814], [-1.511, -0.750, 1.559], [2.521, -1.174, -1.073], [3.917, 0.572, 0.128], [-0.882, 0.907, 2.217], [3.981, 2.213, 2.336], [0.296, 1.912, 4.247], [2.529, 2.347, 4.283], [-0.226, -1.862, 1.997], [-1.748, -2.349, 1.116], [-3.477, -0.513, -4.023], [-2.073, -0.496, -3.302], [-4.210, 0.174, -3.677], [-3.278, -0.180, -5.006], [-3.845, -1.608, -4.252], [-1.876, -1.470, -3.000], [-1.930, 0.378, -2.628], [-1.232, -0.445, -4.069]]}

***

(4)
{"formula": "C46H79BN17O4", "method": "wB97M-V/def2-TZVPD", "max_force_ev_per_a": 2.394, "molar_mass_g_mol": 945.065, "e_tot_ha": -3056.4565, "total_charge": 1, "symbols": ["C", "C", "C", "C", "C", "C", "O", "C", "C", "O", "C", "C", "C", "O", "B", "C", "O", "C", "N", "N", "C", "C", "C", "H", "H", "H", "H", "H", "H", "H", "H", "H", "H", "H", "H", "H", "H", "H", "H", "H", "H", "H", "H", "H", "H", "H", "H", "H", "H", "H", "H", "H", "H", "H", "H", "H", "H", "C", "C", "N", "H", "H", "H", "C", "C", "N", "H", "H", "H", "C", "C", "N", "H", "H", "H", "C", "C", "N", "H", "H", "H", "C", "C", "N", "H", "H", "H", "C", "C", "N", "H", "H", "H", "C", "C", "N", "H", "H", "H", "C", "C", "N", "H", "H", "H", "C", "C", "N", "H", "H", "H", "C", "C", "N", "H", "H", "H", "C", "C", "N", "H", "H", "H", "C", "C", "N", "H", "H", "H", "C", "C", "N", "H", "H", "H", "C", "C", "N", "H", "H", "H", "C", "C", "N", "H", "H", "H"], "coordinates": [[-4.702, 1.995, -0.799], [-3.294, 2.325, -1.286], [-2.795, 1.394, -2.394], [-1.268, 1.322, -2.605], [-0.562, 1.168, -1.267], [0.174, 2.277, -0.490], [-0.498, 3.429, -0.154], [-0.442, 4.502, -1.100], [0.208, 5.690, -0.389], [0.689, 6.701, -1.227], [1.674, 6.322, -2.186], [2.795, 5.451, -1.644], [0.634, 1.486, 0.754], [-0.466, 1.145, 1.597], [1.865, 2.070, 1.632], [2.236, 1.303, 2.930], [2.578, 3.158, 1.243], [1.096, 0.237, 0.030], [0.501, 0.112, -1.099], [0.666, -0.888, -2.046], [1.693, -0.641, -3.102], [2.135, 0.804, -3.297], [2.969, 0.927, -4.585], [-5.070, 2.816, -0.179], [-4.679, 1.112, -0.153], [-5.403, 1.812, -1.615], [-2.642, 2.331, -0.412], [-3.286, 3.352, -1.669], [-3.122, 0.364, -2.236], [-3.268, 1.740, -3.318], [-0.867, 2.136, -3.216], [-1.064, 0.402, -3.163], [-1.316, 0.782, -0.573], [1.123, 2.491, -1.018], [0.125, 4.197, -1.985], [-1.460, 4.736, -1.415], [0.975, 5.301, 0.297], [-0.542, 6.153, 0.255], [1.203, 5.851, -3.059], [2.099, 7.262, -2.536], [2.506, 4.397, -1.537], [3.618, 5.474, -2.358], [3.158, 5.829, -0.687], [-0.979, 1.953, 1.771], [3.307, 1.078, 2.900], [2.048, 1.932, 3.805], [1.667, 0.378, 3.009], [2.276, 3.610, 0.448], [1.856, -0.471, 0.355], [0.907, -1.723, -1.522], [1.249, -1.009, -4.021], [2.577, -1.253, -2.901], [2.731, 1.145, -2.444], [1.268, 1.468, -3.342], [4.027, 1.059, -4.359], [2.659, 1.791, -5.172], [2.877, 0.039, -5.212], [3.370, 6.735, 2.222], [4.690, 7.312, 2.433], [5.738, 7.751, 2.587], [3.432, 5.647, 2.207], [2.694, 7.032, 3.022], [2.957, 7.080, 1.274], [-0.818, -3.532, -4.311], [0.387, -3.217, -5.065], [1.317, -2.820, -5.608], [-1.249, -2.618, -3.904], [-1.561, -4.022, -4.941], [-0.596, -4.201, -3.482], [1.899, -3.212, 4.253], [2.591, -2.452, 3.221], [3.144, -1.857, 2.409], [2.306, -4.221, 4.300], [2.035, -2.730, 5.219], [0.833, -3.263, 4.032], [6.428, -2.938, 1.568], [6.802, -3.939, 2.554], [7.091, -4.738, 3.325], [7.181, -2.153, 1.504], [6.317, -3.395, 0.586], [5.482, -2.479, 1.848], [-2.640, -1.276, 2.047], [-3.046, -1.305, 0.651], [-3.367, -1.349, -0.452], [-3.394, -0.772, 2.650], [-2.522, -2.286, 2.430], [-1.693, -0.749, 2.157], [-4.387, -2.732, -2.264], [-3.373, -3.764, -2.143], [-2.571, -4.579, -2.050], [-5.321, -3.159, -2.621], [-4.557, -2.258, -1.297], [-4.089, -1.957, -2.966], [8.471, -7.678, 3.922], [8.203, -9.060, 4.294], [7.990, -10.150, 4.582], [9.243, -7.638, 3.156], [7.573, -7.202, 3.537], [8.806, -7.109, 4.786], [-7.244, -1.189, -0.474], [-7.282, -1.592, 0.923], [-7.267, -1.914, 2.025], [-7.623, -0.174, -0.586], [-6.213, -1.210, -0.830], [-7.843, -1.846, -1.100], [-7.397, -5.155, -5.209], [-6.205, -4.318, -5.233], [-5.264, -3.661, -5.253], [-8.072, -4.822, -4.423], [-7.912, -5.094, -6.165], [-7.119, -6.191, -5.023], [-2.414, -0.583, -6.181], [-3.572, -0.493, -5.302], [-4.494, -0.459, -4.620], [-2.048, -1.608, -6.211], [-2.693, -0.287, -7.191], [-1.619, 0.073, -5.831], [-2.421, -5.259, 4.421], [-1.878, -3.915, 4.542], [-1.459, -2.850, 4.640], [-3.315, -5.381, 5.027], [-2.697, -5.461, 3.387], [-1.677, -5.991, 4.730], [-6.864, -5.049, 6.846], [-5.966, -5.830, 6.007], [-5.271, -6.460, 5.346], [-7.724, -4.726, 6.264], [-7.206, -5.654, 7.683], [-6.346, -4.172, 7.231], [7.592, 6.080, -2.869], [6.311, 6.747, -3.060], [5.307, 7.277, -3.223], [7.984, 6.306, -1.879], [7.472, 5.003, -2.967], [8.303, 6.425, -3.617], [-4.810, 1.762, 3.222], [-3.548, 2.414, 2.900], [-2.570, 2.963, 2.660], [-5.546, 2.512, 3.507], [-5.183, 1.215, 2.357], [-4.672, 1.072, 4.053], [6.178, 2.322, 4.728], [6.740, 1.323, 3.827], [7.201, 0.548, 3.119], [6.847, 2.476, 5.572], [6.051, 3.267, 4.203], [5.212, 1.987, 5.100]]}

***

(5)
{"formula": "C4H8O2", "method": "wB97M-V/def2-TZVPD", "max_force_ev_per_a": 0.672, "relative_energy_kcal_mol": 103.9, "molar_mass_g_mol": 88.106, "e_tot_ha": -307.5468, "symbols": ["C", "O", "C", "C", "O", "C", "H", "H", "H", "H", "H", "H", "H", "H"], "coordinates": [[-1.710, 0.777, 0.167], [-1.608, -0.651, 0.226], [-0.444, -1.216, 0.114], [0.974, -0.679, 0.305], [1.798, -1.617, 0.574], [1.438, 0.427, -0.664], [-1.421, 1.135, -0.822], [-2.754, 1.007, 0.372], [-1.058, 1.213, 0.932], [0.541, -0.143, 1.265], [-0.525, -2.299, 0.238], [2.400, 0.784, -0.288], [0.762, 1.283, -0.770], [1.607, -0.021, -1.648]]}

***

(6)
{"formula": "C21H20Cl2N2NbO2P", "method": "wB97M-V/def2-TZVPD", "max_force_ev_per_a": 7.335, "molar_mass_g_mol": 527.189, "e_tot_ha": -2390.2507, "total_charge": 2, "symbols": ["Nb", "Cl", "C", "C", "C", "C", "C", "C", "P", "C", "C", "C", "C", "C", "C", "C", "C", "C", "C", "C", "C", "H", "H", "H", "H", "H", "H", "H", "H", "H", "H", "H", "H", "H", "H", "N", "C", "C", "O", "O", "H", "H", "H", "H", "H", "Cl", "N", "C", "H"], "coordinates": [[0.000, 0.000, 0.000], [-0.919, 1.529, 1.592], [-1.516, 0.767, 3.016], [-1.951, 1.572, 4.073], [-2.424, 0.984, 5.243], [-2.457, -0.403, 5.354], [-2.020, -1.205, 4.294], [-1.546, -0.633, 3.102], [-0.965, -1.608, 1.671], [-2.154, -2.997, 1.684], [-3.358, -2.829, 0.978], [-4.331, -3.832, 0.958], [-4.117, -5.024, 1.643], [-2.932, -5.212, 2.348], [-1.960, -4.206, 2.370], [0.616, -2.323, 2.235], [1.181, -3.396, 1.522], [2.407, -3.954, 1.899], [3.105, -3.433, 2.984], [2.582, -2.351, 3.684], [1.353, -1.797, 3.308], [-1.921, 2.655, 3.987], [-2.764, 1.606, 6.067], [-2.823, -0.868, 6.267], [-2.054, -2.284, 4.421], [-3.556, -1.905, 0.437], [-5.256, -3.678, 0.408], [-4.873, -5.804, 1.630], [-2.762, -6.139, 2.889], [-1.057, -4.383, 2.949], [0.667, -3.814, 0.658], [2.817, -4.789, 1.337], [4.061, -3.860, 3.274], [3.132, -1.927, 4.520], [0.997, -0.937, 3.869], [0.652, -3.134, -2.927], [0.845, -2.261, -1.708], [1.519, -0.938, -2.139], [1.940, -1.050, -3.338], [1.518, 0.000, -1.316], [0.865, -4.120, -2.798], [1.351, -2.699, -3.581], [-0.249, -2.954, -3.374], [1.502, -2.813, -1.030], [-0.139, -2.107, -1.260], [-0.907, 1.570, -1.570], [2.472, 0.000, 2.143], [1.631, 0.000, 1.414], [-0.689, -1.193, -1.193]]}